1.
Density functional theory data (ωB97M-V/def2-TZVPD) for a single C2H6O4Si molecule at a distorted geometry.

```
13
Properties=species:S:1:pos:R:3:nbo_charge:R:1
C 1.803 0.937 -0.536 -0.531
C 1.742 -0.053 0.415 0.144
O -1.676 -1.333 1.351 -1.100
O -1.358 1.102 0.190 -1.116
O -0.962 -0.693 -1.448 -1.088
O 0.658 -0.820 0.675 -0.856
Si -0.886 -0.437 0.164 2.414
H 2.772 1.546 -0.812 0.225
H 0.847 1.204 -1.054 0.202
H 2.672 -0.287 0.950 0.181
H -1.732 -2.275 1.336 0.508
H -2.166 1.380 0.625 0.517
H -1.714 -0.271 -1.856 0.501
```

Values from the calculation:
- Highest occupied orbital energy: -8.87 eV
- Frontier orbital gap: 9.2 eV
- ΔE to the lowest compared entry with this formula, charge and spin: 0.0 kcal per mole
- SMILES: C=CO[Si](O)(O)O

2.
Density functional theory data (ωB97M-V/def2-TZVPD) for 2 unconnected molecules or ions with the total composition C2H6OS at a distorted geometry.

```
10
Properties=species:S:1:pos:R:3:nbo_charge:R:1
C 1.980 -0.943 -0.278 -0.696
S 1.048 0.245 0.874 -0.071
H 2.798 -1.543 0.200 0.235
H 1.227 -1.428 -0.829 0.212
H 2.509 -0.216 -0.934 0.215
H 0.689 1.019 -0.147 0.107
O -2.886 0.299 1.368 -0.472
C -2.611 0.729 0.326 0.312
H -3.123 0.553 -0.619 0.088
H -1.631 1.286 0.038 0.070
```

Values from the calculation:
- Highest occupied orbital energy: -9.16 eV
- Frontier orbital gap: 9.9 eV
- ΔE to the lowest compared entry with this formula, charge and spin: 25.6 kcal per mole
- SMILES: C=O.CS

3.
Density functional theory data (ωB97M-V/def2-TZVPD) for 2 unconnected molecules or ions with the total composition C2H6OS at a distorted geometry.

```
10
Properties=species:S:1:pos:R:3:nbo_charge:R:1
C -0.683 1.134 -0.408 -0.762
C 0.605 -0.918 0.915 -0.712
O 0.420 -1.309 -2.192 -0.327
S -0.916 -0.649 -0.116 0.392
H 0.099 1.681 0.282 0.237
H -1.748 1.571 -0.266 0.237
H -0.379 1.202 -1.409 0.243
H 0.405 -0.246 1.798 0.219
H 1.307 -0.556 0.200 0.233
H 0.890 -1.910 1.195 0.240
```

Values from the calculation:
- Highest occupied orbital energy (spin up / spin down): -9.11 / -9.22 eV
- Frontier orbital gap (spin up / spin down): 8.3 / 7.7 eV
- ΔE to the lowest compared entry with this formula, charge and spin: 115.3 kcal per mole

4.
Density functional theory data (ωB97M-V/def2-TZVPD) for 2 unconnected molecules or ions with the total composition C2H6OS2 at a distorted geometry.

```
11
Properties=species:S:1:pos:R:3:lowdin_spin:R:1
O 2.014 -0.182 0.141 0.315
C 1.701 0.142 1.343 0.451
H 1.164 -0.554 2.000 0.057
H 1.712 1.201 1.677 0.055
C -0.602 0.181 -1.450 0.005
S -1.308 1.103 -0.045 0.065
S -2.004 -0.589 1.026 0.043
H -1.426 -0.353 -1.940 0.002
H -0.297 0.947 -2.160 0.002
H 0.146 -0.486 -1.041 0.001
H -1.100 -1.411 0.449 0.003
```

Values from the calculation:
- Spin multiplicity: 2
- Total charge: -1
- Highest occupied orbital energy (spin up / spin down): 0.38 / -3.24 eV
- <S²>: 0.753
- Frontier orbital gap (spin up / spin down): 2.9 / 6.4 eV
- ΔE to the lowest compared entry with this formula, charge and spin: 23.2 kcal per mole

5.
Density functional theory data (ωB97M-V/def2-TZVPD) for 2 unconnected molecules or ions with the total composition C2H6OS2 at a distorted geometry.

```
11
Properties=species:S:1:pos:R:3:nbo_charge:R:1
S -0.283 -1.475 -2.762 -0.129
S -0.558 -1.928 -0.796 -0.112
H -1.013 -0.336 -2.813 0.124
H 0.661 -1.524 -0.429 0.124
O 1.198 -0.269 2.002 -0.523
C 0.917 0.373 1.028 0.427
C -0.409 1.069 0.882 -0.734
H 1.630 0.324 0.183 0.109
H -1.228 0.374 0.744 0.256
H -0.587 1.554 1.845 0.240
H -0.328 1.839 0.117 0.218
```

Values from the calculation:
- Highest occupied orbital energy: -9.59 eV
- Frontier orbital gap: 9.9 eV
- ΔE to the lowest compared entry with this formula, charge and spin: 5.2 kcal per mole
- SMILES: CC=O.SS

6.
Density functional theory data (ωB97M-V/def2-TZVPD) for 2 unconnected molecules or ions with the total composition C2H6OS2.

```
11
Properties=species:S:1:pos:R:3:nbo_charge:R:1
O -2.577 1.458 -1.310 -0.493
C -2.891 0.364 -0.935 0.276
H -2.789 -0.536 -1.559 0.111
H -3.302 0.248 0.082 0.103
C 1.204 -0.953 2.066 -0.755
S 0.750 -1.081 0.336 0.089
S 1.181 0.788 -0.417 -0.125
H 0.651 -0.168 2.570 0.223
H 0.847 -1.891 2.496 0.228
H 2.253 -0.814 2.264 0.220
H 2.453 0.539 -0.768 0.123
```

Values from the calculation:
- Highest occupied orbital energy: -9.26 eV
- Frontier orbital gap: 9.9 eV
- ΔE to the lowest compared entry with this formula, charge and spin: 9.3 kcal per mole
- SMILES: C=O.CSS

7.
Density functional theory data (ωB97M-V/def2-TZVPD) for 2 unconnected molecules or ions with the total composition C2H6OS2.

```
11
Properties=species:S:1:pos:R:3:nbo_charge:R:1
S 2.294 0.127 -0.669 -0.120
S 2.453 -0.081 1.389 -0.132
H 1.816 -1.088 -0.955 0.122
H 3.784 0.072 1.427 0.135
O -1.166 1.565 -1.272 -0.510
C -1.361 0.422 -0.972 0.449
C -1.566 -0.073 0.448 -0.730
H -1.491 -0.370 -1.733 0.092
H -2.562 0.203 0.791 0.244
H -1.434 -1.148 0.499 0.214
H -0.766 0.371 1.047 0.237
```

Values from the calculation:
- Highest occupied orbital energy: -9.31 eV
- Frontier orbital gap: 9.6 eV
- ΔE to the lowest compared entry with this formula, charge and spin: 3.9 kcal per mole
- SMILES: CC=O.SS

8.
Density functional theory data (ωB97M-V/def2-TZVPD) for a molecular structure, C2H6OS2 at a distorted geometry.

```
11
Properties=species:S:1:pos:R:3:nbo_charge:R:1
S 1.368 0.827 -0.409 -0.063
S 0.727 2.939 -0.841 -0.263
H 1.199 0.531 -1.694 0.128
H 1.971 3.422 -0.726 0.130
O 0.986 -1.209 0.277 -0.536
C -0.086 -1.615 0.677 0.465
C -1.306 -0.765 0.474 -0.747
H -0.157 -2.675 0.972 0.137
H -1.155 0.192 1.000 0.264
H -2.239 -1.192 0.840 0.225
H -1.307 -0.455 -0.570 0.260
```

Values from the calculation:
- Highest occupied orbital energy: -8.29 eV
- Frontier orbital gap: 8.8 eV
- ΔE to the lowest compared entry with this formula, charge and spin: 28.0 kcal per mole

9.
Density functional theory data (ωB97M-V/def2-TZVPD) for a single C2H6OS2 molecule at a distorted geometry.

```
11
Properties=species:S:1:pos:R:3:nbo_charge:R:1
C 0.428 -0.739 0.620 -0.663
C -0.284 0.324 -0.252 0.041
O -0.427 -0.171 -1.600 -0.743
S 0.536 2.017 -0.217 -0.041
S -1.900 0.652 0.518 0.005
H -0.173 -1.034 1.493 0.237
H 0.548 -1.546 0.000 0.231
H 1.530 -0.456 0.739 0.211
H 0.272 0.165 -2.167 0.485
H 1.610 1.450 0.363 0.127
H -2.140 -0.663 0.503 0.110
```

Values from the calculation:
- Highest occupied orbital energy: -9.30 eV
- Frontier orbital gap: 9.9 eV
- ΔE to the lowest compared entry with this formula, charge and spin: 10.4 kcal per mole
- SMILES: CC(O)(S)S

10.
Density functional theory data (ωB97M-V/def2-TZVPD) for a molecular structure, C2H6OSSn at a distorted geometry.

```
11
Properties=species:S:1:pos:R:3:nbo_charge:R:1
Sn 3.659 1.097 0.535 1.816
C 0.318 -1.112 0.541 -0.866
S 0.216 0.678 0.378 1.189
O 1.226 1.051 -0.748 -1.002
C -1.357 0.739 -0.459 -0.826
H 0.806 -1.429 1.468 0.255
H 0.853 -1.564 -0.295 0.273
H -0.625 -1.656 0.622 0.302
H -1.367 1.620 -1.100 0.288
H -2.234 0.689 0.187 0.299
H -1.493 -0.114 -1.129 0.273
```

Values from the calculation:
- Total charge: +2
- Highest occupied orbital energy: -18.38 eV
- Frontier orbital gap: 6.1 eV
- ΔE to the lowest compared entry with this formula, charge and spin: 3.8 kcal per mole

11.
Density functional theory data (ωB97M-V/def2-TZVPD) for 2 unconnected molecules or ions with the total composition C2H6OSe at a distorted geometry.

```
10
Properties=species:S:1:pos:R:3:nbo_charge:R:1
C 0.720 -1.347 -0.356 -0.032
C 0.330 1.220 0.480 -0.714
O -0.543 -1.678 -0.008 -0.680
Se -1.476 1.035 0.787 0.150
H 0.949 -1.200 -1.399 0.154
H 1.466 -1.709 0.322 0.166
H 0.966 1.116 1.344 0.200
H 0.649 1.932 -0.257 0.200
H -1.200 -1.241 -0.574 0.488
H -1.861 1.873 -0.338 0.069
```

Values from the calculation:
- Highest occupied orbital energy (spin up / spin down): -7.30 / -7.31 eV
- Frontier orbital gap (spin up / spin down): 7.9 / 8.1 eV
- ΔE to the lowest compared entry with this formula, charge and spin: 67.0 kcal per mole

12.
Density functional theory data (ωB97M-V/def2-TZVPD) for 2 unconnected molecules or ions with the total composition C2H6OSi at a distorted geometry.

```
10
Properties=species:S:1:pos:R:3:nbo_charge:R:1
C 1.943 -0.377 -0.124 -0.501
C 1.064 0.535 0.009 0.186
O -0.530 0.048 1.121 -1.013
Si -1.806 -0.094 0.107 1.224
H 2.932 -0.168 -0.576 0.249
H 1.908 -1.424 0.220 0.259
H 0.946 1.648 -0.263 0.243
H -2.912 0.856 0.424 -0.221
H -1.239 0.540 -1.102 -0.232
H -2.305 -1.564 0.183 -0.194
```

Values from the calculation:
- Highest occupied orbital energy: -10.08 eV
- Frontier orbital gap: 10.0 eV
- ΔE to the lowest compared entry with this formula, charge and spin: 90.4 kcal per mole

Per-record DFT total energy, eV: -18242.90163 -15052.32140 -15048.43235 -25887.38347 -25888.47167 -25888.29212 -25888.52928 -25887.48327 -25888.24387 -20863.95932 -69560.96164 -12092.92967